Record 1
The following is a quantum chemistry calculation of C6H22N4O9P2Re as an isolated structure, from the OMol25 dataset.

Computed properties:
LUMO (alpha / beta) ... -13.1 / -15.3 eV
Total charge ... +4
Kohn-Sham gap (alpha / beta) ... 7.989 / 5.719 eV
Spin multiplicity ... 2
DFT total energy ... -51634.0047 eV

Element x y z (Å)
1 Re 0.31111 0.65520 -0.52425
2 N 0.57052 1.83984 1.41371
3 C 1.74929 2.75064 1.63510
4 C 1.57017 4.12122 0.97253
5 N 1.52042 3.99818 -0.46123
6 C 0.45683 4.48717 -1.29007
7 C -0.03214 3.44300 -2.28755
8 N -0.72599 2.30187 -1.58877
9 H 0.68479 1.08373 2.09370
10 H -0.26124 2.33099 1.74774
11 H 1.89258 2.91581 2.70279
12 H 2.64328 2.26776 1.24620
13 H 0.68099 4.64610 1.32112
14 H 2.44935 4.72919 1.23235
15 H 2.35323 3.63430 -0.92703
16 H -0.34627 4.86134 -0.65366
17 H 0.84224 5.34863 -1.86369
18 H -0.72809 3.93785 -2.96656
19 H 0.78340 3.03573 -2.88381
20 H -1.44578 2.71663 -0.99093
21 H -1.26776 1.83422 -2.31748
22 C -1.89095 -5.85309 0.50591
23 C -1.88892 -4.60534 -0.24256
24 O -1.72097 -4.64786 -1.48897
25 P -2.23847 -2.91767 0.50349
26 O -1.20961 -2.76630 1.74191
27 O -3.57015 -3.11047 1.27152
28 O -2.03031 -1.88443 -0.50693
29 P 0.95130 -2.40185 1.00092
30 O 1.56517 -2.70951 2.37119
31 O 0.70860 -3.40575 -0.01308
32 O 0.98022 -0.92791 0.79627
33 H -2.71791 -6.47360 0.12190
34 H -2.00142 -5.72390 1.57828
35 H -0.98977 -6.42746 0.25337
36 H -1.72347 -3.77610 -1.94333
37 H -1.57946 -2.92318 2.63194
38 H -4.44822 -2.99450 0.86648
39 H 1.84085 -3.62048 2.58988
40 O -0.01487 -1.07052 -2.83728
41 N 0.10864 -0.38255 -1.93503
42 O 2.43070 0.79359 -0.83765
43 H 2.97999 0.20345 -0.29182
44 H 2.75814 0.68606 -1.74662

Calculated atomic charges, method natural (NBO), unit e: 1.112, -0.883, -0.220, -0.299, -0.126, -0.305, -0.220, -0.812, 0.432, 0.417, 0.272, 0.225, 0.255, 0.320, 0.430, 0.251, 0.332, 0.274, 0.234, 0.406, 0.434, -0.771, 0.387, -0.475, 2.320, -1.028, -0.972, -1.073, 2.585, -0.945, -1.008, -1.106, 0.349, 0.273, 0.334, 0.553, 0.580, 0.584, 0.582, -0.151, 0.244, -0.874, 0.535, 0.547

---

Record 2
The following is a quantum chemistry calculation of C6H9NS as an isolated structure, from the OMol25 dataset.

Computed properties:
LUMO ... 0.8 eV
Kohn-Sham gap ... 9.583 eV
DFT total energy ... -18688.7047 eV

Element x y z (Å)
1 C -0.56523 1.86590 0.72827
2 C -0.00039 0.63534 0.07070
3 C 0.57524 -0.91020 -1.04469
4 C 1.56846 -1.13026 0.11317
5 C 1.10230 -0.10482 0.91358
6 C -0.83581 -0.67024 -0.41328
7 H 0.43410 2.26677 1.23684
8 H -1.12586 1.57257 1.58464
9 H -1.07395 2.72216 0.01394
10 H 0.05441 0.97438 -1.98558
11 H 0.33001 -1.49391 -1.93458
12 H 2.34075 -2.01391 0.13578
13 H 1.81127 0.07390 1.83115
14 H -1.48595 -0.31414 -1.15835
15 H -2.56376 -1.96534 0.47916
16 N 0.73576 0.53115 -1.21690
17 S -1.30135 -2.03935 0.64614

Calculated atomic charges, method natural (NBO), unit e: -0.633, 0.076, -0.133, -0.216, -0.213, -0.338, 0.225, 0.234, 0.228, 0.338, 0.219, 0.252, 0.244, 0.210, 0.107, -0.596, -0.004

---

Record 3
The following is a quantum chemistry calculation of a 3-piece molecular cluster, C46H42N2O7 overall, from the OMol25 dataset.

Computed properties:
LUMO ... -1.0 eV
Structure (SMILES) ... CNCc1ccc(CCCCCCCOC)c2c1C(=O)NC2=O.O=C1c2ccccc2C(=O)c2ccccc21.O=C1c2ccccc2C(=O)c2ccccc21
Kohn-Sham gap ... 8.091 eV
DFT total energy ... -65697.1538 eV

Element x y z (Å)
1 C 2.13976 8.08286 -0.06271
2 N 1.33300 7.61549 -1.19180
3 C 1.45383 6.17763 -1.43723
4 C 1.00670 5.30516 -0.28394
5 C 1.90677 4.80951 0.65805
6 C 1.49515 4.04264 1.74423
7 C 0.15416 3.71844 1.95518
8 C -0.26764 2.89355 3.14805
9 C 0.45552 1.54364 3.19509
10 C -0.04125 0.64479 4.33908
11 C 0.05563 -0.84489 4.00494
12 C 1.46476 -1.26083 3.52293
13 C 1.54347 -1.60583 2.02865
14 C 2.85587 -1.20074 1.33608
15 O 3.92359 -1.12641 2.26382
16 C 4.93179 -0.18292 1.96372
17 C -0.73943 4.18857 1.00048
18 C -0.32289 4.96053 -0.08399
19 C -1.51931 5.30946 -0.88913
20 O -1.62307 6.11862 -1.76588
21 N -2.64744 4.55178 -0.37560
22 C -2.21298 4.00411 0.88744
23 O -2.96944 3.54626 1.69987
24 H 1.66945 7.91215 0.91481
25 H 2.33475 9.15057 -0.15525
26 H 3.08980 7.54464 -0.04456
27 H 0.35627 7.78805 -0.97893
28 H 0.81932 5.96765 -2.29876
29 H 2.48631 5.94275 -1.70048
30 H 2.95651 5.04379 0.52568
31 H 2.22918 3.68378 2.45751
32 H 0.00229 3.46651 4.04082
33 H -1.34266 2.73967 3.11593
34 H 0.30543 1.04016 2.23398
35 H 1.52953 1.70344 3.31974
36 H 0.55062 0.85579 5.23621
37 H -1.07713 0.90467 4.57442
38 H -0.24574 -1.44345 4.86438
39 H -0.65181 -1.03039 3.18947
40 H 2.20426 -0.50428 3.78796
41 H 1.76308 -2.15039 4.08348
42 H 1.39168 -2.67969 1.89770
43 H 0.72869 -1.12223 1.48286
44 H 2.73417 -0.25495 0.79722
45 H 3.09881 -1.95678 0.57749
46 H 4.96690 0.58182 2.74584
47 H 5.90769 -0.67610 1.94290
48 H 4.77448 0.29341 0.99423
49 H -2.82579 3.79003 -1.02903
50 O 4.13195 -9.01829 0.52889
51 C 4.58456 -8.00278 0.04522
52 C 5.20526 -8.00662 -1.31117
53 C 5.23906 -9.19356 -2.03247
54 C 5.78516 -9.21357 -3.30435
55 C 6.29934 -8.04808 -3.86255
56 C 6.27829 -6.86505 -3.14408
57 C 5.73520 -6.84004 -1.86544
58 C 5.73722 -5.55794 -1.10391
59 O 6.23963 -4.55576 -1.56668
60 C 5.09743 -5.54923 0.24243
61 C 5.05492 -4.36061 0.96040
62 C 4.44443 -4.32138 2.20242
63 C 3.87162 -5.47349 2.73223
64 C 3.91957 -6.66417 2.02694
65 C 4.53472 -6.70805 0.78170
66 H 4.83257 -10.09140 -1.58801
67 H 5.80878 -10.13834 -3.86559
68 H 6.71813 -8.06485 -4.86008
69 H 6.67946 -5.95302 -3.56378
70 H 5.49953 -3.47087 0.53521
71 H 4.40921 -3.38886 2.74989
72 H 3.38674 -5.43987 3.69926
73 H 3.48190 -7.56705 2.42984
74 O -4.69391 1.72979 -3.11804
75 C -5.87261 1.59504 -2.85875
76 C -6.39032 1.82986 -1.48303
77 C -5.50365 2.23215 -0.49587
78 C -5.95046 2.49136 0.78567
79 C -7.30018 2.34016 1.08887
80 C -8.19308 1.92644 0.11295
81 C -7.74235 1.66710 -1.17620
82 C -8.71187 1.20906 -2.21000
83 O -9.87815 1.01786 -1.93936
84 C -8.19885 0.99477 -3.59571
85 C -9.08773 0.60062 -4.58776
86 C -8.63947 0.41829 -5.88492
87 C -7.30100 0.62911 -6.19806
88 C -6.40865 1.01288 -5.21188
89 C -6.85224 1.19396 -3.90774
90 H -4.45973 2.34158 -0.74452
91 H -5.24437 2.80522 1.54082
92 H -7.65528 2.54735 2.08976
93 H -9.24342 1.80213 0.33753
94 H -10.12622 0.44338 -4.33147
95 H -9.33403 0.11350 -6.65656
96 H -6.95487 0.49240 -7.21404
97 H -5.36485 1.17678 -5.44095

Calculated atomic charges, method Mulliken, unit e: -0.836, -0.343, -1.802, 0.880, -0.828, -0.810, 0.772, -1.295, -0.018, -0.923, -1.054, -0.602, -0.856, -0.781, -0.198, -0.944, 0.118, 0.984, 0.022, -0.582, -0.194, -0.050, -0.512, 0.251, 0.314, 0.320, 0.317, 0.463, 0.514, 0.426, 0.504, 0.329, 0.523, 0.344, 0.195, 0.319, 0.472, 0.303, 0.451, 0.365, 0.546, 0.417, 0.465, 0.626, 0.279, 0.267, 0.252, 0.425, 0.236, -0.661, 0.642, 0.167, -0.563, -0.481, -0.474, -0.555, 0.203, 0.527, -0.661, 0.333, -0.863, -0.304, -0.734, -0.583, 0.201, 0.474, 0.399, 0.398, 0.472, 0.585, 0.524, 0.428, 0.479, -0.688, 0.633, 0.102, -0.521, -0.335, -0.582, -0.596, 0.327, 0.620, -0.660, 0.149, -0.556, -0.471, -0.496, -0.530, 0.137, 0.296, 0.515, 0.415, 0.478, 0.475, 0.401, 0.395, 0.467

---

Question: The lowest DFT total energy belongs to which entry?
Answer: C46H42N2O7